Entry 1:
ORCA calculation (ωB97M-V with the def2-TZVPD basis set) on a molecular structure, C16H34BMgNP2.

* HOMO energy (alpha / beta): -5.58 / -5.08 eV
* total charge: 0
* energy above the lowest of the compared OMol25 structures with the same formula, charge and spin: 566.90 kJ/mol
* LUMO energy (alpha / beta): -1.121 / -1.018 eV

```
55
Properties=species:S:1:pos:R:3:forces:R:3:nbo_charge:R:1
P 0.159035 -1.515982 -5.445375 -1.33 -0.80 -1.73 1.44
P 0.322880 2.043295 -4.405319 -1.57 -2.19 -1.17 1.26
C 0.224285 0.023010 -6.406866 0.01 0.15 -0.84 -0.76
C 1.097727 1.114117 -5.784302 0.59 0.66 -0.35 -0.73
H -0.812229 0.345372 -6.568746 0.44 -0.02 0.08 0.26
H 0.625016 -0.249788 -7.399986 0.08 0.23 0.20 0.23
H 2.081819 0.725312 -5.465143 -0.39 0.03 -0.07 0.23
H 1.300310 1.862092 -6.566796 0.14 -0.17 0.06 0.23
C -0.584922 3.319659 -5.338444 0.30 0.51 0.03 -0.97
H -0.934837 4.109481 -4.662465 -0.03 -0.15 -0.16 0.25
H -1.452965 2.887901 -5.856938 0.27 -0.06 0.33 0.26
H 0.071686 3.765042 -6.098823 -0.14 0.03 0.22 0.23
C 1.641535 2.910298 -3.555268 1.65 1.91 -0.74 -1.12
H 1.993067 3.827799 -4.059926 0.03 0.14 0.17 0.27
H 2.557611 2.248322 -3.602045 -0.73 0.59 -0.45 0.20
H 1.295197 3.250156 -2.541559 0.08 0.03 -0.84 0.27
C -0.963167 -2.581364 -6.393834 0.20 0.17 -0.71 -0.97
H -1.141510 -3.519234 -5.850702 0.06 0.39 -0.06 0.27
H -0.485856 -2.794589 -7.359996 -0.31 -0.02 0.08 0.22
H -1.920803 -2.077360 -6.566700 0.13 -0.13 0.17 0.25
C 1.763626 -2.249199 -5.836321 0.48 -0.01 -0.32 -0.99
H 2.538000 -1.475331 -5.886957 -0.02 -0.24 0.07 0.23
H 1.659699 -2.703971 -6.829701 0.33 0.01 0.22 0.24
H 2.044852 -3.012898 -5.102863 -0.02 0.18 -0.21 0.25
Mg 2.307198 1.813872 -1.815856 -0.71 -1.03 2.86 1.57
C -1.284974 1.032856 -3.679564 -0.39 0.03 1.67 -0.41
C -2.131383 0.219413 -4.492069 0.53 0.35 -0.71 -0.35
C -3.126059 -0.676519 -3.866005 -0.44 -1.74 0.47 -0.43
C -2.646511 -1.791492 -2.843277 -1.54 0.71 0.42 -0.42
C -1.537220 -2.590568 -3.327910 2.03 -0.61 -0.46 -0.45
C -0.238608 -2.059621 -3.712427 -0.91 0.27 3.30 -0.50
C 0.301790 -0.825834 -2.916201 0.13 -1.10 0.95 -0.42
C -0.622737 0.300245 -2.476623 -0.75 0.37 0.20 -0.43
C 2.202980 0.152529 -0.571549 1.04 0.05 -0.53 -1.30
H -1.781133 1.956260 -3.336524 0.22 0.18 0.01 0.20
H -2.438024 0.627067 -5.459443 -0.24 0.19 0.25 0.17
H -3.646593 -1.236259 -4.669415 0.10 0.31 0.33 0.20
H -3.896973 -0.111608 -3.307153 0.10 0.14 -0.28 0.19
H -2.497197 -1.333284 -1.828341 -0.17 -0.30 -0.78 0.17
H -3.525192 -2.455160 -2.680414 0.43 0.36 -0.19 0.21
H -1.648677 -3.672158 -3.342705 0.08 0.16 -0.15 0.20
H 0.510282 -2.876012 -3.595553 -0.31 0.45 -0.31 0.25
H 1.139391 -0.364898 -3.478110 0.07 -0.12 -0.04 0.14
H 0.756050 -1.259552 -2.024860 -0.15 0.23 0.03 0.24
H -1.372589 -0.065674 -1.762037 0.27 0.18 -0.41 0.24
H -0.053401 1.018855 -1.849914 -0.14 -0.24 -0.41 0.19
H 3.134543 0.449620 -0.049729 -0.47 -0.57 0.40 0.20
H 2.301561 -0.848133 -0.999658 0.08 0.19 0.53 0.20
H 1.310202 0.323971 0.059056 0.59 -0.25 -0.43 0.24
B 0.486701 2.834478 2.291667 -0.39 0.05 1.17 -0.64
C 0.973442 2.885877 0.834125 0.62 -0.10 -1.92 0.46
N 1.357134 2.905379 -0.276413 -0.21 0.40 0.90 -0.86
H 1.429172 2.599076 3.029250 0.03 0.13 -0.30 0.03
H -0.359162 1.978651 2.485498 0.14 0.01 -0.45 0.03
H -0.004964 3.915587 2.547523 0.12 0.04 -0.08 0.03
```
Positions in Å, forces in eV/Å.

Entry 2:
ORCA calculation (ωB97M-V with the def2-TZVPD basis set) on C5H10N2O4S in the gas phase.

* HOMO energy: -9.61 eV
* total charge: 0
* energy above the lowest of the compared OMol25 structures with the same formula, charge and spin: 63.13 kJ/mol
* LUMO energy: 0.696 eV

```
22
Properties=species:S:1:pos:R:3:forces:R:3:nbo_charge:R:1
C 1.487914 -1.026663 -0.518393 1.59 -0.19 -0.36 0.68
C 0.047715 -1.006665 -1.208659 1.49 0.37 2.01 -0.16
C -0.236615 0.326475 -0.451162 4.27 1.09 -1.83 0.08
C -2.602596 0.597193 0.050645 -2.94 0.88 -1.80 -0.64
C -1.229026 0.287761 0.597113 0.98 0.40 3.33 -0.50
N 1.363708 0.186510 0.170417 -3.16 0.33 -0.92 -0.79
N -0.114061 -1.043221 -2.605849 -0.47 4.02 -0.13 -0.80
O 1.377061 -0.100541 2.665861 -2.25 1.37 -2.03 -0.86
O 2.473465 -1.717734 -0.583185 -1.16 0.07 -0.10 -0.54
O 3.294162 0.932232 1.705267 0.24 0.56 -0.34 -0.90
O 1.058664 2.118104 1.549640 0.75 0.07 0.47 -0.90
S 1.884576 0.956009 1.537491 -1.51 -1.60 -0.92 2.50
H -0.495453 -1.807946 -0.713445 -0.31 -0.12 -0.16 0.21
H -0.090367 1.277895 -1.081258 -0.86 -1.48 0.87 0.23
H -3.078459 1.689243 -0.032840 1.93 -1.94 0.56 0.23
H -3.466509 0.049322 0.462372 0.70 -0.02 0.56 0.23
H -2.680116 0.242109 -1.015903 0.39 0.33 0.73 0.22
H -1.038166 -0.740115 1.092585 -1.16 1.38 -0.62 0.22
H -0.790378 1.010279 1.387491 -1.58 -0.86 -1.07 0.26
H 0.245363 -1.797740 -3.050527 1.08 -3.40 -1.14 0.37
H 0.411761 -0.274429 -3.062487 -0.64 -0.30 0.58 0.36
H 2.177356 -0.158078 3.104826 2.61 -0.97 2.33 0.50
```
Positions in Å, forces in eV/Å.

Entry 3:
ORCA calculation (ωB97M-V with the def2-TZVPD basis set) on a molecular structure, C43H63AsGeN3O4PSeSiW.

* HOMO energy (alpha / beta): -12.87 / -12.98 eV
* 2S+1: 3
* total charge: +2
* energy above the lowest of the compared OMol25 structures with the same formula, charge and spin: 0.00 kJ/mol
* LUMO energy (alpha / beta): -5.888 / -6.085 eV

```
119
Properties=species:S:1:pos:R:3:forces:R:3:mulliken_charge:R:1
W -0.251911 -0.812485 -0.054000 0.34 3.76 -1.86 -0.28
C -4.713493 -0.753531 4.850524 0.05 -0.27 -0.02 -0.70
O -4.055451 -2.034737 4.802771 -0.46 0.40 0.45 -0.42
C -3.288901 -2.332413 3.781723 0.21 -0.18 -0.28 0.59
C -2.766014 -3.655390 3.795172 -0.11 0.09 0.15 -1.18
C -1.980102 -4.071177 2.778834 0.17 0.01 -0.29 -0.97
C -1.613664 -3.185252 1.717564 -0.34 -0.20 0.25 0.88
C -0.639554 -3.569271 0.784180 -0.34 -0.34 1.07 1.07
C -0.173773 -4.949639 0.554280 -0.02 -0.43 0.11 -1.81
O -0.026884 -2.660319 0.140738 0.67 -1.71 -0.51 0.47
C -2.218756 -1.883221 1.685288 0.02 -0.58 -0.09 -0.71
O -2.076348 -1.121860 0.606447 -0.85 -0.21 0.50 -0.18
C -3.022382 -1.463569 2.726832 -0.25 -0.07 0.01 0.19
H -5.309402 -0.761467 5.754901 0.01 -0.04 0.06 0.27
H -5.366910 -0.627096 3.988157 0.00 -0.05 -0.05 0.37
H -3.980483 0.046688 4.895606 0.12 0.07 0.00 0.21
H -3.022021 -4.306739 4.620616 -0.01 0.08 -0.02 0.52
H -1.583550 -5.080072 2.792789 0.01 0.11 0.01 0.45
H 0.716259 -5.132162 1.165858 -0.01 0.01 -0.03 0.30
H 0.105885 -5.077231 -0.489026 0.05 0.03 -0.03 0.37
H -0.936824 -5.679615 0.808512 0.05 -0.04 0.00 0.52
H -3.475520 -0.488001 2.657762 -0.02 0.08 0.03 0.55
C 4.171592 1.742149 -3.160267 -0.05 0.23 -0.27 -0.82
Si 4.440576 0.543836 -1.774584 -0.06 0.03 -0.01 -0.45
C 5.279822 1.344060 -0.336461 0.16 0.17 0.28 -0.93
C 5.344526 -0.960111 -2.346968 0.12 -0.34 -0.08 -0.97
C 2.752774 0.013516 -1.207043 -0.02 -0.02 0.02 -1.06
C 1.652170 -0.298337 -0.770376 -0.17 -0.19 0.29 2.10
H 5.132671 2.058203 -3.580093 -0.11 -0.01 0.02 0.47
H 3.651569 2.640024 -2.808837 0.04 -0.08 -0.06 0.25
H 3.584856 1.295182 -3.970005 0.05 0.06 0.05 0.16
H 6.363749 1.365257 -0.491491 -0.10 0.03 0.03 0.44
H 5.079023 0.795040 0.588553 0.05 0.06 -0.05 0.28
H 4.935674 2.374148 -0.198218 0.05 -0.13 0.02 0.23
H 6.355930 -0.685654 -2.664603 -0.09 -0.05 0.02 0.36
H 4.843608 -1.440041 -3.193624 0.06 0.03 0.08 0.29
H 5.434925 -1.694866 -1.540438 0.02 0.05 -0.10 0.32
C -2.247846 2.939475 1.343816 -0.19 0.20 -0.09 -0.73
N -2.814544 2.667274 0.020165 -0.22 0.31 0.38 0.84
C -4.009035 3.458368 -0.290689 -0.01 -0.15 0.10 -1.07
P -1.886632 2.049033 -1.163135 0.13 -0.67 -0.01 -1.43
O -0.915650 1.076559 -0.494131 0.01 0.05 0.10 -0.05
N -2.888602 1.280835 -2.206594 -0.50 0.22 -0.05 1.10
C -3.214478 1.797396 -3.540294 0.12 -0.20 0.00 -0.89
C -3.956979 0.426969 -1.655992 0.11 0.01 -0.10 -1.13
N -1.001521 3.121587 -1.992910 0.37 0.37 -0.09 0.92
C -1.576501 4.416010 -2.371626 0.07 -0.05 0.02 -1.09
C 0.454684 3.038154 -2.152491 -0.11 0.18 -0.12 -0.87
H -3.041290 2.839723 2.086720 0.01 0.01 0.00 0.41
H -1.832597 3.949399 1.417050 -0.03 -0.01 -0.02 0.34
H -1.467024 2.225988 1.571676 0.15 -0.14 0.00 -0.18
H -4.792235 3.229995 0.432418 -0.01 -0.01 0.02 0.29
H -4.386331 3.213796 -1.282743 0.02 0.00 0.02 0.36
H -3.803832 4.530062 -0.248500 0.01 0.02 0.02 0.33
H -2.431911 2.456343 -3.904814 0.03 -0.01 0.01 0.27
H -4.165039 2.339693 -3.532371 0.02 -0.01 0.00 0.37
H -3.307904 0.959235 -4.234274 -0.01 0.00 0.02 0.19
H -3.707809 0.095984 -0.651472 0.05 0.00 0.00 0.22
H -4.069287 -0.453592 -2.290334 0.01 0.01 -0.01 0.32
H -4.912833 0.958904 -1.631678 0.04 0.01 -0.01 0.38
H -2.656349 4.425668 -2.236829 0.04 -0.02 -0.04 0.34
H -1.368470 4.620895 -3.422235 0.02 0.00 -0.03 0.37
H -1.146758 5.221160 -1.771650 0.00 -0.01 0.02 0.28
H 0.826888 2.062117 -1.866640 0.01 -0.12 0.07 -0.13
H 0.947924 3.800821 -1.541382 -0.03 -0.02 -0.02 0.29
H 0.714525 3.216602 -3.200172 -0.01 0.00 0.04 0.42
C -0.088836 1.161841 -6.543026 0.04 0.11 -0.09 -1.23
Ge -0.027114 -0.543293 -5.619602 -0.12 -0.05 0.08 0.69
C -1.619420 -1.596290 -6.012852 -0.07 0.01 -0.06 -1.21
C 1.597443 -1.518151 -6.057357 0.13 -0.08 -0.03 -1.13
C -0.020789 -0.074800 -3.679002 -0.13 0.08 0.13 1.32
Se -0.850327 -1.384876 -2.512537 -0.19 -0.30 -0.74 0.02
C 0.371841 -2.835093 -2.958858 -0.06 0.04 -0.09 -0.52
H -0.239594 0.981085 -7.609764 0.01 0.07 0.06 0.41
H 0.847435 1.710493 -6.421015 -0.07 0.00 0.00 0.37
H -0.915062 1.778089 -6.180728 0.05 -0.02 -0.04 0.32
H -1.459505 -2.164017 -6.932205 -0.04 0.04 0.06 0.44
H -2.485857 -0.947247 -6.163863 0.05 -0.08 0.03 0.34
H -1.851216 -2.301286 -5.213217 -0.02 -0.01 -0.04 0.37
H 1.932981 -1.215286 -7.051587 0.00 -0.06 0.06 0.43
H 1.416171 -2.595049 -6.076130 0.06 0.07 0.03 0.38
H 2.404018 -1.304798 -5.350699 -0.05 -0.02 -0.07 0.26
H -0.593240 0.842105 -3.540776 0.02 0.00 0.01 -1.13
H 0.982897 0.069955 -3.282309 0.06 0.08 -0.04 -0.28
H -0.121804 -3.511045 -3.648937 -0.02 -0.02 -0.06 0.45
H 0.664443 -3.350326 -2.057521 0.02 -0.10 0.17 -0.02
H 1.244865 -2.385307 -3.417780 0.09 0.01 0.00 0.06
C 3.565072 3.417709 2.616858 0.03 -0.03 0.03 -0.62
C 2.733641 3.333289 1.509870 -0.08 -0.03 0.00 -0.73
C 1.792947 2.311326 1.423750 0.18 0.15 0.17 0.10
C 1.685082 1.385146 2.453654 -0.09 0.18 -0.34 0.64
C 2.507604 1.473309 3.567790 0.11 0.04 0.11 -0.62
C 3.451220 2.486754 3.645112 0.02 0.02 0.03 -0.92
As 0.413702 -0.059289 2.321994 1.87 -0.55 0.85 1.66
C -0.197205 -0.147210 4.134002 -0.78 0.32 -0.35 0.29
C -1.021055 0.780612 4.740039 -0.13 0.08 0.19 -1.06
C -1.355399 0.612373 6.076469 -0.06 0.03 0.01 -0.72
C -0.886660 -0.498109 6.770330 0.05 -0.07 -0.05 -0.99
C -0.059042 -1.421753 6.145064 -0.01 -0.01 0.16 -0.59
C 0.309316 -1.240660 4.816403 0.20 -0.28 0.27 0.81
C 1.272379 -2.068280 4.060131 -0.30 -0.03 0.24 -0.22
C 1.943228 -3.183269 4.546280 0.02 -0.15 0.08 -0.70
C 2.833297 -3.863592 3.726776 -0.02 0.01 0.01 -1.07
C 3.067127 -3.421472 2.428136 -0.05 0.05 0.03 -0.70
C 2.410408 -2.293751 1.945984 0.13 -0.10 0.16 -0.47
C 1.511935 -1.627287 2.765956 0.11 0.17 -0.40 0.36
H 4.308039 4.205332 2.681242 -0.08 -0.06 0.00 0.43
H 2.819208 4.061330 0.710167 -0.01 -0.05 0.04 0.47
H 1.160256 2.233098 0.555415 -0.11 -0.02 -0.17 0.30
H 2.420089 0.753068 4.373368 0.03 0.01 0.00 0.42
H 4.098928 2.551855 4.511840 -0.04 0.00 -0.07 0.45
H -1.382466 1.642695 4.193278 -0.02 0.03 -0.01 0.36
H -1.978688 1.343697 6.576592 0.03 -0.03 0.00 0.51
H -1.151605 -0.634022 7.811252 0.00 -0.01 -0.04 0.44
H 0.313315 -2.273075 6.702619 0.00 0.06 0.00 0.48
H 1.781715 -3.521627 5.563773 0.00 0.00 -0.07 0.47
H 3.356976 -4.733594 4.106371 -0.04 0.06 -0.03 0.42
H 3.771005 -3.947441 1.794167 0.00 0.04 0.04 0.52
H 2.630080 -1.932163 0.955120 -0.01 0.06 -0.19 0.33
```
Positions in Å, forces in eV/Å.